Formula: C31H55NiO6Si
Source: OMol25
Level of theory: wB97M-V/def2-TZVPD

XYZ file:
```
94
C31H55NiO6Si wB97M-V/def2-TZVPD
O -3.4681 -1.7124 -0.2363
C -3.8207 -0.9312 0.9370
C -4.1798 -2.1801 1.7453
H -4.6800 -0.2930 0.7146
H -2.9852 -0.3371 1.3104
C -3.6617 -2.9587 0.4915
H -5.2499 -2.2700 1.9122
H -3.5959 -2.3180 2.6637
C -4.5940 -3.7923 -0.3616
H -5.4597 -3.1786 -0.6462
H -4.9239 -4.7135 0.1356
H -4.0349 -4.0722 -1.2716
C -2.3835 -3.7202 0.8122
H -1.8469 -3.3235 1.6892
H -1.6834 -3.7250 -0.0252
H -2.6099 -4.7749 1.0274
Ni 0.9775 0.5192 0.2828
C 1.7563 -0.4432 2.0496
C 1.3403 0.7611 2.7300
C -0.0657 0.7111 2.9092
H 2.0261 1.4989 3.1419
C -0.5462 -0.4970 2.3518
C 0.5475 -1.2098 1.7907
H 0.5286 -2.2093 1.3766
H 2.7882 -0.7860 1.8964
H -0.6593 1.4430 3.4574
H -1.5574 -0.8933 2.4599
C 1.4302 -0.0306 -1.8450
C 1.2835 -1.3100 -1.1764
C -0.1087 -1.5902 -1.1217
H 2.1130 -1.9416 -0.8733
C -0.8289 -0.4997 -1.6655
C 0.1025 0.4689 -2.1102
H -0.1063 1.4023 -2.6273
H 2.3676 0.3725 -2.2082
H -0.5422 -2.5464 -0.8453
H -1.9076 -0.4756 -1.8102
O -6.4927 -0.9285 0.3956
C -7.3767 -2.0560 0.6096
C -8.8336 -1.5770 0.7033
H -7.1034 -2.5940 1.5355
H -7.2578 -2.7548 -0.2338
C -8.7454 -0.0349 0.6828
H -9.3016 -1.9640 1.6150
H -9.3725 -1.9513 -0.1757
C -7.2658 0.2986 0.3822
H -9.0456 0.3810 1.6509
H -9.4010 0.3491 -0.0988
H -6.8524 0.9799 1.1449
H -7.1720 0.7842 -0.6071
C 1.5471 4.7017 -4.0509
C 2.4237 3.4610 -3.9192
C 2.0655 2.4631 -5.0137
C 3.8969 3.8370 -4.0289
O 2.1614 2.7887 -2.6640
Si 2.3243 3.2964 -1.1001
O 1.7076 2.2400 -0.0968
O 3.9472 3.5972 -0.8601
C 4.8905 2.6652 -0.2781
C 4.7954 1.3006 -0.9433
C 6.2799 3.2405 -0.5263
C 4.6365 2.5630 1.2194
O 1.6456 4.8056 -1.0728
C 1.5990 5.6968 0.0633
C 1.1221 4.9645 1.3149
C 2.9747 6.3043 0.3310
C 0.6014 6.8010 -0.2778
H 1.6570 5.1171 -5.0641
H 1.8324 5.4753 -3.3296
H 0.4928 4.4420 -3.8959
H 2.1637 2.9378 -5.9983
H 2.7413 1.5995 -4.9897
H 1.0339 2.1079 -4.9027
H 4.1811 4.5693 -3.2622
H 4.5245 2.9403 -3.9365
H 4.0810 4.2818 -5.0191
H 4.9160 1.4038 -2.0294
H 5.6004 0.6553 -0.5654
H 3.8358 0.8204 -0.7141
H 6.4124 4.1842 0.0156
H 7.0424 2.5305 -0.1793
H 6.4347 3.4146 -1.5972
H 4.8918 3.5058 1.7186
H 3.5883 2.3263 1.4266
H 5.2491 1.7708 1.6649
H 1.8284 4.1858 1.6313
H 1.0250 5.6889 2.1368
H 0.1425 4.5039 1.1368
H 3.2239 7.0533 -0.4295
H 2.9670 6.8034 1.3095
H 3.7666 5.5464 0.3406
H 0.9447 7.4034 -1.1266
H -0.3852 6.3828 -0.5142
H 0.4996 7.4711 0.5844
```

The LUMO energy (alpha / beta) comes out at 2.27 / 2.27 eV. The value obtained for the HOMO energy (alpha / beta) is -3.694 / -3.567 eV. The total charge is -1. The spin multiplicity is 3. As for the expectation value of S²: 2.010. The gap between HOMO and LUMO (alpha / beta) is 6.0 / 5.8 eV.